Formula: C6H10Br2Se
Source: the OMol25 dataset
Level of theory: the ωB97M-V functional and the def2-TZVPD basis

Results
ΔE to the lowest compared entry with this formula, charge and spin ... 0.0 kJ/mol
HOMO-LUMO gap (alpha / beta) ... 6.98 / 7.86 eV
Largest force on an atom ... 0.74 eV/A
Electronic energy ... -7783.9476 a.u.
E_HOMO (alpha / beta) ... -7.27 / -7.67 eV

Positions of all 19 atoms, in Å:
C1 -1.088 0.052 1.133
C2 -2.349 0.083 0.271
C3 0.049 0.739 0.383
C4 -1.931 0.083 -1.156
C5 1.404 0.532 1.007
C6 2.034 -1.279 -1.710
Se1 -0.128 0.035 -1.487
Br1 1.457 1.372 2.779
Br2 3.090 0.266 -2.109
H1 -1.256 0.545 2.092
H2 -0.811 -0.990 1.327
H3 -3.018 -0.745 0.517
H4 -2.910 1.009 0.446
H5 -0.153 1.812 0.269
H6 -2.598 -0.290 -1.917
H7 2.199 1.008 0.437
H8 1.625 -0.523 1.170
H9 2.437 -1.810 -0.861
H10 1.949 -1.900 -2.590

Atom charges from the Mulliken analysis, given in e for atoms 1 to 6: -0.734 -0.409 0.007 -0.640 -0.748 -0.815

***

Formula: C46H73BrN4O9
Source: the OMol25 dataset
Level of theory: the ωB97M-V functional and the def2-TZVPD basis

Results
HOMO-LUMO gap ... 8.03 eV
Largest force on an atom ... 1.07 eV/A
Electronic energy ... -5266.6707 a.u.
E_HOMO ... -8.99 eV

Positions of all 133 atoms, in Å:
C1 4.276 -5.169 1.338
C2 4.963 -4.866 0.005
C3 6.356 -4.234 0.222
C4 7.328 -4.538 -0.931
C5 7.251 -3.518 -2.089
C6 8.465 -2.580 -2.133
C7 8.434 -1.386 -1.173
C8 7.128 -0.586 -1.117
C9 6.512 -0.266 -2.480
C10 5.032 0.138 -2.379
C11 4.868 1.344 -1.426
C12 3.692 2.229 -1.747
C13 3.731 3.063 -2.874
Br1 5.242 3.100 -4.031
C14 2.703 3.919 -3.204
C15 1.554 4.018 -2.430
C16 0.495 4.994 -2.869
C17 -0.397 4.466 -4.024
C18 -0.808 2.982 -3.922
C19 1.486 3.198 -1.304
C20 2.529 2.311 -0.977
C21 2.359 1.450 0.241
O1 3.276 1.111 0.955
C22 0.959 1.032 0.563
C23 0.634 -0.196 1.160
C24 1.672 -1.253 1.472
C25 1.215 -2.676 1.074
C26 1.443 -2.918 -0.420
C27 0.608 -4.082 -1.000
N1 0.111 -3.828 -2.352
C28 -1.264 -3.530 -2.512
N2 -1.804 -3.774 -3.629
N3 -2.011 -2.908 -1.451
C29 -0.709 -0.428 1.447
C30 -1.704 0.495 1.161
N4 -3.056 0.151 1.486
C31 -3.837 1.068 1.715
O2 -4.683 1.850 1.858
C32 -1.382 1.693 0.544
C33 -0.055 1.935 0.256
C34 0.305 3.232 -0.394
O3 -0.351 4.223 -0.156
H1 4.437 -4.332 2.024
H2 3.203 -5.318 1.226
H3 4.721 -6.040 1.820
H4 5.055 -5.786 -0.575
H5 4.371 -4.160 -0.581
H6 6.777 -4.570 1.172
H7 6.193 -3.155 0.308
H8 7.076 -5.530 -1.310
H9 8.349 -4.567 -0.546
H10 7.234 -4.052 -3.043
H11 6.304 -2.976 -2.026
H12 9.345 -3.191 -1.919
H13 8.603 -2.200 -3.150
H14 8.644 -1.758 -0.164
H15 9.270 -0.729 -1.423
H16 7.367 0.353 -0.613
H17 6.407 -1.102 -0.475
H18 6.643 -1.079 -3.193
H19 7.022 0.614 -2.887
H20 4.495 -0.712 -1.943
H21 4.649 0.357 -3.373
H22 4.860 0.991 -0.403
H23 5.761 1.969 -1.526
H24 2.808 4.549 -4.079
H25 1.019 5.879 -3.238
H26 -0.134 5.331 -2.056
H27 -1.311 5.063 -3.996
H28 0.060 4.695 -4.987
H29 -1.896 2.903 -3.965
H30 -0.498 2.515 -2.989
H31 -0.434 2.424 -4.778
H32 1.933 -1.257 2.531
H33 2.572 -1.052 0.896
H34 1.830 -3.372 1.650
H35 0.185 -2.876 1.364
H36 2.502 -3.142 -0.555
H37 1.173 -2.016 -0.978
H38 1.260 -4.958 -1.062
H39 -0.199 -4.360 -0.325
H40 0.683 -3.158 -2.846
H41 -2.772 -3.461 -3.599
H42 -1.787 -1.926 -1.358
H43 -1.924 -3.375 -0.561
H44 -1.012 -1.349 1.925
H45 -2.140 2.421 0.283
C35 -3.912 -3.586 8.974
O4 -3.846 -2.437 8.161
C36 -2.574 -1.815 8.156
C37 -2.263 -1.198 6.811
O5 -1.951 -2.129 5.789
C38 -2.999 -2.918 5.248
C39 -3.963 -2.163 4.362
O6 -4.834 -1.339 5.120
C40 -5.176 -0.140 4.467
H46 -3.900 -3.323 10.038
H47 -4.847 -4.095 8.747
H48 -3.083 -4.270 8.764
H49 -1.789 -2.537 8.409
H50 -2.570 -1.018 8.913
H51 -1.353 -0.606 6.934
H52 -3.056 -0.514 6.502
H53 -3.529 -3.470 6.026
H54 -2.492 -3.652 4.616
H55 -4.571 -2.892 3.808
H56 -3.395 -1.565 3.640
H57 -4.281 0.376 4.104
H58 -5.672 0.505 5.190
H59 -5.860 -0.327 3.630
C41 -7.105 2.464 0.021
O7 -6.988 3.708 -0.634
C42 -5.727 4.324 -0.431
C43 -5.271 5.102 -1.645
O8 -4.834 4.302 -2.733
C44 -5.805 3.594 -3.487
C45 -6.664 4.459 -4.381
O9 -7.615 5.195 -3.633
C46 -7.900 6.465 -4.174
H60 -7.188 2.593 1.104
H61 -8.004 1.975 -0.351
H62 -6.246 1.823 -0.202
H63 -4.966 3.573 -0.187
H64 -5.810 5.019 0.415
H65 -4.385 5.667 -1.345
H66 -6.027 5.825 -1.957
H67 -6.420 2.958 -2.848
H68 -5.225 2.937 -4.139
H69 -7.200 3.806 -5.084
H70 -6.019 5.133 -4.957
H71 -6.982 7.021 -4.390
H72 -8.472 7.017 -3.430
H73 -8.496 6.383 -5.090

Atom charges from the Mulliken analysis, given in e for atoms 1 to 6: -1.346 0.070 -0.607 -0.963 -0.223 -1.089

***

Q: Which formula does entry 1 have?
A: C6H10Br2Se

***

Q: Which of these has the lowest electronic energy?
A: C6H10Br2Se

***

Q: Among the records above, which one has the lowest largest force on an atom?
A: C6H10Br2Se

***

Q: The highest largest force on an atom belongs to which entry?
A: C46H73BrN4O9